1.
Density functional theory data (ωB97M-V with the def2-TZVPD basis set) for 2 unconnected molecules or ions with the total composition C4H13NS in a non-equilibrium geometry.

```
19
Properties=species:S:1:pos:R:3:nbo_charge:R:1
C -0.110 2.730 0.565 -0.621
C -0.709 2.245 -0.757 -0.544
S 0.258 1.355 -2.016 -0.047
H -0.672 2.515 1.456 0.218
H 0.075 3.792 0.621 0.216
H 0.818 2.173 0.777 0.211
H -1.412 2.959 -1.240 0.228
H -1.522 1.552 -0.478 0.209
C 0.829 -2.594 2.294 -0.630
C -0.342 -2.896 1.356 -0.225
N -0.442 -2.095 0.159 -0.809
H 0.922 -3.318 3.091 0.213
H 1.806 -2.693 1.730 0.194
H 0.887 -1.575 2.696 0.199
H -0.216 -4.019 1.126 0.176
H -1.319 -2.954 1.842 0.189
H 1.497 1.141 -1.461 0.131
H 0.493 -2.136 -0.225 0.345
H -0.602 -1.122 0.446 0.347
```

Calculated values
HOMO = -8.9 eV
SMILES string = CCN.CCS
energy above the lowest of the compared OMol25 structures with the same formula, charge and spin = 92.03 kJ/mol
lowest unoccupied orbital energy = 0.79 eV
net charge = 0
orbital gap = 9.729 eV
electronic energy = -16683.136 eV
M = 107.2 g/mol


2.
Density functional theory data (ωB97M-V with the def2-TZVPD basis set) for a molecular structure, C4H7OSn in a non-equilibrium geometry.

```
13
Properties=species:S:1:pos:R:3:mulliken_spin:R:1
H 0.270 -1.089 1.661 -0.001
C 1.568 0.670 1.632 0.014
C 0.217 -0.034 1.354 0.064
C -0.425 0.754 2.425 0.075
O -1.314 1.630 2.237 -0.045
Sn -2.271 2.460 0.899 1.035
H 2.360 0.022 1.230 0.003
H 1.581 1.637 1.096 -0.002
H -0.207 0.192 0.368 0.003
H -0.114 0.588 3.615 0.009
C 1.760 0.661 3.313 -0.157
H 2.696 0.095 3.475 -0.012
H 1.715 1.712 3.664 0.015
```

Calculated values
HOMO (spin up / spin down) = -5.3 / -5.8 eV
energy above the lowest of the compared OMol25 structures with the same formula, charge and spin = 419.49 kJ/mol
multiplicity = 2
lowest unoccupied orbital energy (spin up / spin down) = -1.67 / -1.54 eV
net charge = 0
orbital gap (spin up / spin down) = 3.651 / 4.237 eV
electronic energy = -12132.566 eV
M = 189.8 g/mol
expectation value of S² = 0.838


3.
Density functional theory data (ωB97M-V with the def2-TZVPD basis set) for a molecular structure, C21H40NO2P2SiSn in a non-equilibrium geometry.

```
68
Properties=species:S:1:pos:R:3:nbo_charge:R:1
C -0.476 3.606 -2.199 -0.284
C -0.694 2.351 -1.563 0.243
N 0.343 1.819 -0.789 -0.583
C 1.316 2.643 -0.374 0.244
C 1.333 3.999 -0.687 -0.336
C 0.479 4.466 -1.675 -0.119
C -1.830 1.533 -1.829 -0.860
P -2.224 -0.095 -1.202 1.033
Sn -0.060 -0.620 0.215 1.374
P 2.517 0.306 0.726 0.987
C 2.300 2.161 0.682 -0.745
C 0.271 -2.872 -0.016 -0.240
C -0.810 -3.584 0.505 -0.302
C -0.723 -4.980 0.621 -0.180
C 0.405 -5.675 0.148 -0.197
C 1.447 -4.935 -0.441 -0.194
C 1.376 -3.551 -0.560 -0.281
O -0.012 1.131 -6.057 -0.942
O 0.717 -3.203 -4.629 -0.933
H -1.148 3.905 -2.990 0.229
H 2.051 4.632 -0.179 0.225
H 0.509 5.520 -1.948 0.234
C -3.718 0.306 -0.266 -0.950
C -2.694 -1.438 -2.371 -0.948
H 3.287 2.604 0.590 0.256
H 1.891 2.467 1.648 0.260
H -0.550 1.209 -5.301 0.468
H -2.464 1.910 -2.654 0.243
C 3.139 -0.191 2.365 -0.963
C 3.903 0.047 -0.453 -0.965
H -1.722 -3.074 0.819 0.211
H -1.554 -5.527 1.092 0.226
H 0.460 -6.745 0.239 0.232
H 2.316 -5.470 -0.846 0.226
H 2.133 -3.011 -1.114 0.206
H 1.476 -0.756 -1.034 -0.121
H 1.653 -3.122 -4.274 0.471
H 0.229 -2.399 -4.331 0.465
H 0.938 1.219 -5.831 0.475
H 2.211 -0.701 -1.478 0.109
H -4.415 0.653 -1.030 0.258
H -4.166 -0.508 0.312 0.242
H -3.484 1.154 0.377 0.259
H -3.455 -1.082 -3.081 0.261
H -1.837 -1.855 -2.934 0.257
H -3.163 -2.287 -1.841 0.261
H 4.833 0.513 -0.103 0.270
H 4.082 -1.031 -0.585 0.257
H 3.665 0.489 -1.431 0.260
H 4.130 0.229 2.593 0.255
H 2.444 0.077 3.174 0.268
H 3.247 -1.285 2.376 0.262
C 0.258 1.437 4.099 -1.128
Si -1.130 1.142 2.894 1.653
C -2.727 0.866 3.827 -1.112
C -1.349 2.656 1.806 -1.136
C -0.919 -0.613 2.155 -1.377
H -0.092 2.167 4.844 0.261
H 1.179 1.814 3.638 0.221
H 0.477 0.491 4.612 0.241
H -2.919 1.716 4.493 0.243
H -3.566 0.736 3.128 0.235
H -2.608 -0.049 4.426 0.239
H -0.411 3.197 1.627 0.240
H -1.825 2.478 0.832 0.247
H -1.997 3.355 2.362 0.261
H -0.360 -1.271 2.838 0.271
H -1.913 -1.073 2.034 0.260
```

Calculated values
HOMO = -9.7 eV
energy above the lowest of the compared OMol25 structures with the same formula, charge and spin = 169.48 kJ/mol
lowest unoccupied orbital energy = -3.84 eV
net charge = +1
orbital gap = 5.875 eV
electronic energy = -60289.192 eV
M = 547.3 g/mol


4.
Density functional theory data (ωB97M-V with the def2-TZVPD basis set) for a molecular structure, C49H45N5O4STeTi.

```
106
Properties=species:S:1:pos:R:3:mulliken_charge:R:1
Ti 0.935 0.082 -0.218 -0.713
C 3.123 0.278 -3.104 -0.998
O 1.786 0.648 -2.727 0.838
C 1.510 1.981 -2.931 -0.689
C 1.263 2.505 -4.185 -0.350
C 1.015 3.867 -4.308 -1.014
C 1.033 4.688 -3.187 -0.557
C 1.278 4.158 -1.929 -0.954
C 1.501 2.794 -1.799 0.527
N 1.709 2.094 -0.594 2.142
N 2.313 2.695 0.332 -1.284
C 2.707 1.894 1.383 0.326
C 3.136 0.558 1.158 0.558
O 2.935 -0.082 0.044 -0.856
C 3.861 -0.087 2.213 -0.766
C 4.052 0.508 3.408 -0.902
C 3.596 1.836 3.670 0.792
C 3.789 2.451 4.921 -0.946
C 3.390 3.744 5.139 -0.671
C 2.792 4.471 4.099 -0.905
C 2.578 3.884 2.876 -0.606
C 2.962 2.551 2.640 0.813
H 3.847 0.840 -2.511 0.270
H 3.223 -0.783 -2.897 0.107
H 3.279 0.467 -4.167 0.382
H 1.271 1.855 -5.050 0.575
H 0.815 4.288 -5.285 0.432
H 0.856 5.751 -3.297 0.427
H 1.305 4.781 -1.045 0.598
H 4.201 -1.096 2.019 0.518
H 4.556 -0.029 4.201 0.412
H 4.264 1.882 5.712 0.415
H 3.542 4.209 6.104 0.391
H 2.496 5.499 4.261 0.428
H 2.139 4.453 2.066 0.537
C -2.398 -5.703 0.183 -1.623
C -1.616 -4.455 0.503 0.109
C -1.504 -3.991 1.805 -0.744
C -0.777 -2.847 2.118 0.935
C -0.646 -2.393 3.540 -0.667
O -1.617 -2.199 4.237 -0.658
C 0.738 -2.271 4.113 0.392
C 0.906 -1.580 5.308 -0.566
C 2.144 -1.543 5.928 -0.522
C 3.221 -2.216 5.363 -0.435
C 3.062 -2.896 4.163 -0.791
C 1.827 -2.912 3.533 0.160
C -0.196 -2.110 1.090 0.894
O 0.521 -0.993 1.303 -0.166
C -0.326 -2.549 -0.230 -0.481
C -1.000 -3.721 -0.514 -0.680
C 0.245 -1.593 -1.249 1.396
N -0.472 -0.394 -1.379 0.629
C -1.369 0.032 -2.420 0.207
C -2.622 -0.831 -2.411 -1.582
Te -3.447 -0.688 -0.427 0.142
C -5.427 -1.099 -1.081 0.180
C -6.122 -0.202 -1.886 -0.258
C -7.409 -0.493 -2.316 -0.608
C -8.020 -1.678 -1.927 -0.427
C -7.338 -2.571 -1.115 -0.556
C -6.045 -2.286 -0.696 -0.384
C 1.045 -2.245 -2.331 -0.090
C 2.117 -3.050 -1.927 -0.130
C 2.939 -3.676 -2.847 -0.801
C 2.706 -3.521 -4.210 -0.650
C 1.635 -2.748 -4.627 -0.887
C 0.809 -2.122 -3.699 0.027
H -2.680 -6.232 1.093 0.403
H -1.817 -6.386 -0.439 0.366
H -3.314 -5.463 -0.361 0.271
H -1.978 -4.539 2.613 0.443
H 0.045 -1.091 5.746 0.471
H 2.268 -1.004 6.859 0.437
H 4.184 -2.210 5.858 0.470
H 3.902 -3.419 3.722 0.426
H 1.701 -3.447 2.599 0.360
H -1.065 -4.069 -1.541 0.506
H -0.899 0.039 -3.410 0.293
H -1.644 1.070 -2.204 -0.364
H -2.371 -1.873 -2.612 0.372
H -3.374 -0.492 -3.123 0.950
H -5.653 0.731 -2.177 0.378
H -7.939 0.210 -2.946 0.368
H -9.026 -1.902 -2.256 0.361
H -7.810 -3.496 -0.808 0.380
H -5.509 -2.987 -0.069 0.365
H 2.309 -3.157 -0.866 0.342
H 3.769 -4.282 -2.505 0.411
H 3.347 -4.005 -4.935 0.389
H 1.431 -2.633 -5.685 0.442
H -0.024 -1.536 -4.057 0.355
C -2.373 3.783 -1.550 -1.074
N -2.251 2.914 -0.388 0.030
C -1.270 2.951 0.517 0.588
S -0.796 1.530 1.343 -0.413
N -0.660 4.110 0.802 0.193
C -1.213 5.445 0.631 -1.135
H -2.700 3.174 -2.393 0.276
H -1.405 4.215 -1.805 0.218
H -3.102 4.581 -1.406 0.454
H -2.697 2.005 -0.447 -0.148
H 0.071 3.996 1.480 0.099
H -2.299 5.396 0.592 0.372
H -0.844 5.936 -0.272 0.306
H -0.932 6.046 1.493 0.397
```

Calculated values
HOMO = -7.2 eV
energy above the lowest of the compared OMol25 structures with the same formula, charge and spin = 91.28 kJ/mol
lowest unoccupied orbital energy = -0.77 eV
net charge = 0
orbital gap = 6.389 eV
electronic energy = -108429.408 eV
M = 975.5 g/mol


5.
Density functional theory data (ωB97M-V with the def2-TZVPD basis set) for a molecular structure, C2H7FNO in a non-equilibrium geometry.

```
12
Properties=species:S:1:pos:R:3:nbo_charge:R:1
C 0.009 0.153 -1.445 -0.462
C -0.144 -0.095 1.646 0.685
N 0.700 -0.852 -0.660 -0.802
O -1.016 0.727 1.399 -0.636
F 0.315 -0.007 2.918 -0.288
H 0.417 1.152 -1.170 0.215
H 0.163 0.176 -2.586 0.254
H -1.006 0.268 -1.069 0.217
H 0.150 -0.772 0.473 0.323
H 1.557 -0.463 -0.234 0.439
H 0.471 -1.727 -1.216 0.460
H -1.618 1.440 1.945 0.593
```

Calculated values
HOMO = -15.4 eV
energy above the lowest of the compared OMol25 structures with the same formula, charge and spin = 194.44 kJ/mol
lowest unoccupied orbital energy = -4.59 eV
net charge = +1
orbital gap = 10.787 eV
electronic energy = -8432.281 eV
M = 80.1 g/mol


6.
Density functional theory data (ωB97M-V with the def2-TZVPD basis set) for 11 unconnected molecules or ions with the total composition C22H66O11 in a non-equilibrium geometry.

```
99
Properties=species:S:1:pos:R:3:mulliken_charge:R:1
C 16.001 15.886 11.676 -1.027
C 15.279 14.832 10.820 0.016
O 13.901 15.197 10.717 -0.586
H 15.592 15.984 12.697 0.101
H 16.008 16.884 11.208 0.317
H 17.069 15.660 11.694 0.414
H 15.374 13.829 11.178 0.081
H 15.633 14.904 9.812 0.381
H 13.401 14.863 11.492 0.066
C 14.446 14.836 16.143 -0.859
C 14.811 13.349 16.148 -0.171
O 13.826 12.690 15.332 0.037
H 14.584 15.325 15.158 -0.128
H 15.129 15.336 16.865 0.469
H 13.439 14.931 16.506 0.274
H 14.805 12.922 17.154 0.270
H 15.826 13.195 15.729 0.161
H 14.004 11.733 15.193 -0.261
C 11.090 11.942 16.789 0.436
C 10.123 11.822 17.957 -0.584
O 8.843 12.404 17.560 -0.459
H 11.834 11.143 16.801 0.081
H 11.605 12.897 16.813 -0.168
H 10.518 11.846 15.863 -0.209
H 10.558 12.284 18.897 0.333
H 9.955 10.735 18.160 0.302
H 8.347 12.582 18.336 0.266
C 11.775 18.654 13.451 -1.431
C 12.702 17.478 13.744 0.061
O 12.052 16.405 14.344 -0.319
H 11.043 18.394 12.681 0.238
H 12.343 19.483 13.065 0.427
H 11.221 19.018 14.309 0.340
H 13.446 17.796 14.457 0.301
H 13.175 17.146 12.826 0.166
H 12.222 15.620 13.773 0.105
C 17.305 11.191 14.358 -1.040
C 16.434 11.574 13.138 0.713
O 17.126 11.623 11.883 -0.574
H 18.033 10.407 14.102 0.362
H 16.730 10.824 15.167 0.016
H 17.921 11.998 14.743 0.396
H 15.959 12.529 13.480 -0.117
H 15.589 10.875 12.954 -0.075
H 17.699 12.412 11.884 0.349
C 14.652 9.257 17.108 -0.946
C 14.017 8.757 15.833 -0.534
O 13.465 9.814 15.129 0.229
H 13.998 9.714 17.860 0.257
H 15.415 9.927 16.721 0.037
H 15.176 8.424 17.546 0.414
H 13.254 8.016 16.016 0.380
H 14.756 8.197 15.218 0.392
H 13.299 9.511 14.232 -0.122
C 8.429 15.911 11.489 -0.598
C 7.749 14.531 11.340 0.205
O 6.512 14.661 10.677 -0.583
H 7.721 16.617 11.925 0.340
H 8.745 16.395 10.547 0.308
H 9.372 15.873 12.052 -0.041
H 7.652 14.149 12.341 0.023
H 8.329 13.857 10.708 0.015
H 5.893 14.823 11.383 0.354
C 11.495 13.443 9.156 -0.265
C 12.404 12.610 8.260 -0.463
O 11.813 11.550 7.503 -0.574
H 12.138 14.010 9.873 -0.116
H 10.758 12.842 9.695 0.208
H 10.939 14.211 8.623 0.485
H 13.160 12.117 8.863 0.214
H 12.993 13.236 7.571 0.326
H 11.054 11.838 6.981 0.309
C 8.206 16.014 15.855 -1.483
C 9.148 14.988 15.281 0.739
O 8.550 13.807 14.752 -0.580
H 7.582 15.597 16.648 0.331
H 7.578 16.304 15.032 0.330
H 8.783 16.891 16.228 0.320
H 9.814 14.688 16.090 -0.033
H 9.728 15.426 14.491 0.050
H 8.625 13.075 15.390 0.222
C 10.459 8.631 13.452 -0.829
C 11.411 8.743 12.215 -0.256
O 12.845 8.919 12.469 -0.573
H 10.588 7.669 13.969 0.359
H 9.445 8.670 13.098 0.386
H 10.617 9.428 14.184 -0.008
H 11.164 9.583 11.620 0.321
H 11.301 7.861 11.594 0.426
H 13.228 9.310 11.681 0.268
C 11.143 11.917 12.925 -0.504
C 11.238 13.404 12.919 0.483
O 12.599 13.790 12.976 1.340
H 11.588 11.521 13.828 -0.635
H 11.671 11.390 12.113 -0.180
H 10.110 11.569 12.946 0.644
H 10.786 13.701 13.841 -0.292
H 10.799 13.851 12.031 -0.003
H 12.986 13.388 13.780 -0.571
```

Calculated values
HOMO = -9.7 eV
SMILES string = CCO.CCO.CCO.CCO.CCO.CCO.CCO.CCO.CCO.CCO.CCO
energy above the lowest of the compared OMol25 structures with the same formula, charge and spin = 259.12 kJ/mol
lowest unoccupied orbital energy = 0.51 eV
net charge = 0
orbital gap = 10.208 eV
electronic energy = -46404.058 eV
M = 506.8 g/mol


7.
Density functional theory data (ωB97M-V with the def2-TZVPD basis set) for a molecular structure, C4H5NO2.

```
12
Properties=species:S:1:pos:R:3:nbo_charge:R:1
N 0.413 1.287 0.933 -0.812
C 0.165 0.258 0.002 -0.027
C -1.199 0.131 -0.645 -0.412
C -0.669 -1.026 0.093 0.083
O 0.276 -1.766 -0.706 -0.500
C 1.181 -0.730 -0.488 0.761
O 2.366 -0.819 -0.376 -0.548
H 0.506 2.206 0.506 0.376
H 1.256 1.092 1.456 0.380
H -1.925 0.717 -0.080 0.241
H -1.340 0.108 -1.721 0.235
H -1.006 -1.493 1.006 0.223
```

Calculated values
HOMO = -9.5 eV
energy above the lowest of the compared OMol25 structures with the same formula, charge and spin = 197.28 kJ/mol
lowest unoccupied orbital energy = 0.93 eV
net charge = 0
orbital gap = 10.475 eV
electronic energy = -9812.270 eV
M = 99.1 g/mol


Question: The highest M belongs to which entry?
Answer: C49H45N5O4STeTi